Here is one molecule with the formula C17H25F6N2O5P at a distorted geometry from the OMol25 dataset. Energies are from ωB97M-V/def2-TZVPD.

- HOMO-LUMO gap (eV) = 7.9
- HOMO energy (eV) = -8.0
- SMILES string = CC[C@@H](F)[C@]1(C(F)(F)C(F)F)[C@](CCC(C)C)(P(C)O)C(=O)O[C@]1(N)C(=O)NC(=O)F
- electronic energy (eV) = -56844.2108

```
! wB97M-V def2-TZVPD RIJCOSX def2/J DEFGRID3
* xyz 0 1
C -1.252 -2.519 3.442
C 0.241 -2.220 3.121
C 0.514 -0.995 2.198
F 1.908 -0.797 2.256
C -0.005 -0.988 0.738
C 0.585 -2.151 -0.115
F 0.151 -2.099 -1.405
F 1.936 -2.129 -0.097
C 0.183 -3.615 0.333
F -0.251 -4.358 -0.721
F 1.295 -4.275 0.781
C -1.568 -0.912 0.599
N -2.362 -2.134 0.537
C -2.402 0.073 1.490
O -2.024 0.803 2.338
N -3.855 0.119 1.163
C -4.202 1.280 0.400
O -4.393 1.182 -0.727
F -4.274 2.503 0.957
O -1.817 -0.351 -0.710
C -0.994 0.799 -0.728
O -1.400 1.736 -1.303
C 0.282 0.458 0.065
C 1.387 0.514 -1.079
C 1.715 1.916 -1.655
C 2.317 1.824 -3.124
C 1.152 2.046 -4.122
C 3.141 0.533 -3.385
P 0.756 1.867 1.307
C 0.081 3.502 0.694
O 2.442 1.975 1.379
H -1.857 -1.596 3.536
H -1.719 -3.265 2.781
H -1.272 -2.971 4.454
H 0.823 -3.123 2.853
H 0.677 -1.921 4.097
H 0.098 -0.175 2.810
H -0.601 -3.686 1.092
H -2.885 -2.162 -0.330
H -2.944 -2.293 1.348
H -4.384 0.099 2.037
H 2.350 0.079 -0.756
H 0.986 -0.022 -1.962
H 2.460 2.496 -1.082
H 0.839 2.576 -1.772
H 3.014 2.677 -3.271
H 0.370 1.265 -4.022
H 0.667 3.012 -3.872
H 1.462 2.124 -5.180
H 3.815 0.242 -2.564
H 3.683 0.637 -4.345
H 2.414 -0.288 -3.566
H 0.182 4.168 1.576
H 0.693 3.965 -0.099
H -0.995 3.453 0.471
H 2.835 1.120 1.138
*
```

=====

Here is a 8-piece molecular cluster, C8H32N8O8 overall at a distorted geometry from the OMol25 dataset. Energies are from ωB97M-V/def2-TZVPD.

- HOMO-LUMO gap (eV) = 9.5
- ΔE to the lowest compared entry with this formula, charge and spin (eV) = 0.000
- HOMO energy (eV) = -9.0
- SMILES string = NC(N)=O.NC(N)=O.NC(N)=O.NC(N)=O.CO.CO.CO.CO
- electronic energy (eV) = -37118.6021

```
! wB97M-V def2-TZVPD RIJCOSX def2/J DEFGRID3
* xyz 0 1
C -14.928 -9.294 -10.754
O -14.709 -8.066 -10.030
H -15.807 -9.124 -11.366
H -14.087 -9.482 -11.390
H -14.939 -10.140 -10.052
H -14.322 -8.304 -9.186
C -9.600 -6.784 -1.422
O -10.433 -7.630 -0.629
H -9.052 -7.400 -2.023
H -10.157 -6.112 -2.159
H -8.916 -6.161 -0.762
H -11.038 -7.073 -0.114
C -10.151 -10.897 -2.915
O -10.455 -9.548 -2.729
H -9.072 -11.055 -2.838
H -10.603 -11.541 -2.106
H -10.526 -11.228 -3.876
H -10.459 -9.289 -1.776
C -10.265 -7.353 -5.743
O -10.569 -7.280 -7.146
H -9.857 -8.313 -5.487
H -9.642 -6.489 -5.520
H -11.161 -7.196 -5.146
H -11.486 -7.007 -7.308
C -13.979 -5.937 -7.650
O -13.270 -6.972 -7.603
N -14.592 -5.457 -6.534
N -14.219 -5.312 -8.834
H -14.745 -4.444 -6.475
H -14.157 -5.787 -5.706
H -15.129 -4.976 -8.991
H -13.915 -5.891 -9.624
C -11.729 -10.748 -8.351
O -11.653 -11.774 -9.071
N -12.890 -10.262 -7.850
N -10.599 -10.022 -8.190
H -13.649 -10.899 -7.653
H -12.883 -9.431 -7.195
H -10.520 -9.048 -8.007
H -9.850 -10.337 -8.871
C -14.099 -7.861 -3.686
O -13.705 -6.692 -3.776
N -15.429 -8.136 -3.518
N -13.286 -8.956 -3.766
H -16.041 -7.380 -3.442
H -15.858 -9.070 -3.614
H -13.624 -9.883 -3.487
H -12.347 -8.858 -3.414
C -16.208 -11.047 -6.566
O -15.600 -10.967 -5.499
N -16.538 -12.252 -7.162
N -16.778 -9.993 -7.264
H -16.128 -13.075 -6.737
H -17.047 -12.302 -8.021
H -16.475 -9.026 -6.947
H -16.766 -10.021 -8.262
*
```

=====

Here is a 2-piece molecular cluster, C12H15ClF3NO2S overall at a distorted geometry from the OMol25 dataset. Energies are from ωB97M-V/def2-TZVPD.

- HOMO-LUMO gap (eV) = 4.6
- HOMO energy (eV) = -5.8
- electronic energy (eV) = -49779.0636

```
! wB97M-V def2-TZVPD RIJCOSX def2/J DEFGRID3
* xyz 0 1
C -3.690 -0.290 -2.074
N -2.383 -0.964 -2.025
C -2.347 -2.431 -2.189
C -1.284 -0.281 -1.870
Cl 0.256 -0.964 -1.958
H -4.461 -1.059 -2.146
H -3.829 0.315 -1.172
H -3.747 0.361 -2.955
H -3.379 -2.768 -2.280
H -1.780 -2.697 -3.090
H -1.874 -2.895 -1.313
H -1.308 0.786 -1.661
C 4.780 2.485 0.019
C 3.559 1.717 0.410
C 3.606 0.318 0.440
C 2.486 -0.426 0.742
C 1.242 0.215 1.018
C 0.095 -0.579 1.175
S -1.394 0.099 1.704
C -2.299 -1.403 2.351
F -3.526 -1.036 2.753
F -2.426 -2.336 1.362
F -1.637 -1.968 3.383
O -1.227 0.959 2.855
O -2.198 0.549 0.578
C 1.226 1.643 1.073
C 2.359 2.359 0.740
H 4.581 3.560 0.022
H 5.609 2.277 0.705
H 5.115 2.193 -0.983
H 4.546 -0.178 0.210
H 2.509 -1.515 0.783
H 0.178 -1.660 1.260
H 0.322 2.161 1.397
H 2.321 3.450 0.737
*
```

=====

Question: Look up the HOMO energy of the second one.
Answer: -9.0 eV

=====

Question: electronic energy of number 3 (C12H15ClF3NO2S)?
Answer: -49779.0636 eV

=====

Question: Which of these has the lowest electronic energy?
Answer: C17H25F6N2O5P

=====

Copy entry 3 word for word.
Here is a 2-piece molecular cluster, C12H15ClF3NO2S overall at a distorted geometry from the OMol25 dataset. Energies are from ωB97M-V/def2-TZVPD.

- HOMO-LUMO gap (eV) = 4.6
- HOMO energy (eV) = -5.8
- electronic energy (eV) = -49779.0636

```
! wB97M-V def2-TZVPD RIJCOSX def2/J DEFGRID3
* xyz 0 1
C -3.690 -0.290 -2.074
N -2.383 -0.964 -2.025
C -2.347 -2.431 -2.189
C -1.284 -0.281 -1.870
Cl 0.256 -0.964 -1.958
H -4.461 -1.059 -2.146
H -3.829 0.315 -1.172
H -3.747 0.361 -2.955
H -3.379 -2.768 -2.280
H -1.780 -2.697 -3.090
H -1.874 -2.895 -1.313
H -1.308 0.786 -1.661
C 4.780 2.485 0.019
C 3.559 1.717 0.410
C 3.606 0.318 0.440
C 2.486 -0.426 0.742
C 1.242 0.215 1.018
C 0.095 -0.579 1.175
S -1.394 0.099 1.704
C -2.299 -1.403 2.351
F -3.526 -1.036 2.753
F -2.426 -2.336 1.362
F -1.637 -1.968 3.383
O -1.227 0.959 2.855
O -2.198 0.549 0.578
C 1.226 1.643 1.073
C 2.359 2.359 0.740
H 4.581 3.560 0.022
H 5.609 2.277 0.705
H 5.115 2.193 -0.983
H 4.546 -0.178 0.210
H 2.509 -1.515 0.783
H 0.178 -1.660 1.260
H 0.322 2.161 1.397
H 2.321 3.450 0.737
*
```